# 1
Below is a cluster of 2 separate species, C2HClN2O in total at a distorted geometry, with properties calculated with ωB97M-V/def2-TZVPD.

## Properties
- HOMO: -9.38 eV
- ΔE to the lowest compared entry with this formula, charge and spin: 102.4 kcal/mol
- Structure (SMILES): [O-][N+]#CCl.C#N

```
! wB97M-V def2-TZVPD RIJCOSX def2/J DEFGRID3
* xyz 0 1
O -0.722 2.655 -0.079
N -1.012 1.524 0.072
C -1.658 0.573 0.205
Cl -1.950 -1.053 -0.001
C 1.832 -1.170 -0.129
N 0.764 -0.745 -0.104
H 2.745 -1.785 0.036
*
```

Results of the Löwdin charge analysis, in e, for atoms 1 through 6:
1 O 0.03
2 N -0.21
3 C -0.56
4 Cl 0.69
5 C -0.04
6 N 0.01

# 2
Below is the molecule C2HClN2OS at a distorted geometry, with properties calculated with ωB97M-V/def2-TZVPD.

## Properties
- HOMO: -9.50 eV
- ΔE to the lowest compared entry with this formula, charge and spin: 50.8 kcal/mol
- Structure (SMILES): Sc1nnoc1Cl

```
! wB97M-V def2-TZVPD RIJCOSX def2/J DEFGRID3
* xyz 0 1
S -1.690 -1.216 -0.055
C -0.495 -0.035 -0.117
N -0.939 1.328 -0.293
N 0.098 2.105 -0.053
O 1.166 1.357 0.085
C 0.775 -0.059 0.124
Cl 2.085 -1.179 -0.155
H -1.000 -2.301 0.463
*
```

Results of the Löwdin charge analysis, in e, for atoms 1 through 6:
1 S 0.84
2 C -0.79
3 N 0.05
4 N 0.02
5 O -0.08
6 C -0.66

# 3
Below is the molecule C2HClO2 at a distorted geometry, with properties calculated with ωB97M-V/def2-TZVPD.

## Properties
- HOMO (alpha / beta): -9.09 / -9.09 eV
- ΔE to the lowest compared entry with this formula, charge and spin: 154.5 kcal/mol

```
! wB97M-V def2-TZVPD RIJCOSX def2/J DEFGRID3
* xyz 0 1
C 0.649 -0.193 0.046
C -0.635 -0.499 -0.223
O 0.917 1.081 0.064
O -0.364 1.687 0.016
Cl -2.047 -1.183 0.063
H 1.480 -0.892 0.034
*
```

Want to see where the charge sits? The Löwdin charges in e are:
1 C -0.23
2 C -0.48
3 O -0.12
4 O -0.14
5 Cl 0.83
6 H 0.14

# 4
Below is a cluster of 2 separate species, C2HClO2 in total at a distorted geometry, with properties calculated with ωB97M-V/def2-TZVPD.

## Properties
- HOMO: -9.48 eV
- ΔE to the lowest compared entry with this formula, charge and spin: 53.7 kcal/mol

```
! wB97M-V def2-TZVPD RIJCOSX def2/J DEFGRID3
* xyz 0 1
C 1.879 0.248 0.351
C -1.431 -0.643 -0.483
O -1.752 -1.366 -1.333
O -1.206 0.027 0.397
Cl 1.421 1.484 1.468
H 1.088 0.251 -0.401
*
```

Want to see where the charge sits? The Löwdin charges in e are:
1 C -0.35
2 C -0.44
3 O 0.21
4 O 0.19
5 Cl 0.51
6 H -0.11

# 5
Below is the molecule C2HClO3 at a distorted geometry, with properties calculated with ωB97M-V/def2-TZVPD.

## Properties
- HOMO: -10.66 eV
- ΔE to the lowest compared entry with this formula, charge and spin: 76.1 kcal/mol
- Structure (SMILES): O=CC(=O)OCl

```
! wB97M-V def2-TZVPD RIJCOSX def2/J DEFGRID3
* xyz 0 1
O -0.114 -1.573 -0.146
C 0.342 -0.580 0.382
C 1.652 0.079 -0.155
O 1.777 0.320 -1.306
O 2.611 -0.097 0.729
Cl 4.255 0.109 0.215
H -0.288 -0.109 1.178
*
```

Results of the Löwdin charge analysis, in e, for atoms 1 through 6:
1 O 0.10
2 C -0.12
3 C -0.58
4 O 0.14
5 O -0.40
6 Cl 0.73

# 6
Below is a cluster of 2 separate species, C2HClO4 in total at a distorted geometry, with properties calculated with ωB97M-V/def2-TZVPD.

## Properties
- HOMO (alpha / beta): -6.69 / -10.61 eV
- ΔE to the lowest compared entry with this formula, charge and spin: 134.5 kcal/mol

```
! wB97M-V def2-TZVPD RIJCOSX def2/J DEFGRID3
* xyz 0 3
C 2.468 0.609 -0.114
C -2.917 -0.025 0.438
O 3.258 1.332 0.219
O 1.847 -0.279 -0.559
O 0.873 -1.102 -0.340
O -2.049 -0.912 0.626
Cl -2.362 1.343 -0.550
H -1.119 -0.966 0.280
*
```

Results of the Löwdin charge analysis, in e, for atoms 1 through 6:
1 C -0.21
2 C -0.56
3 O 0.33
4 O 0.07
5 O -0.12
6 O -0.09

# 7
Below is a structure of composition C2HCuO3 at a distorted geometry, with properties calculated with ωB97M-V/def2-TZVPD.

## Properties
- HOMO (alpha / beta): -13.90 / -16.18 eV
- ΔE to the lowest compared entry with this formula, charge and spin: 32.2 kcal/mol

```
! wB97M-V def2-TZVPD RIJCOSX def2/J DEFGRID3
* xyz 1 2
O -1.110 -1.092 0.561
O -1.499 1.963 0.249
O 0.830 -0.597 0.010
C -0.755 1.150 -0.141
C -0.317 -0.155 0.491
Cu 2.424 0.386 -1.110
H 0.426 -1.655 -0.061
*
```

Results of the Löwdin charge analysis, in e, for atoms 1 through 6:
1 O 0.14
2 O 0.23
3 O -0.03
4 C 0.03
5 C -0.48
6 Cu 0.83

# 8
Below is a cluster of 2 separate species, C2HF2NS in total at a distorted geometry, with properties calculated with ωB97M-V/def2-TZVPD.

## Properties
- HOMO (alpha / beta): -8.01 / -11.02 eV
- ΔE to the lowest compared entry with this formula, charge and spin: 0.0 kcal/mol

```
! wB97M-V def2-TZVPD RIJCOSX def2/J DEFGRID3
* xyz 0 3
C 0.644 -2.748 -0.770
C 0.943 -0.044 -1.363
N 0.145 -3.786 -0.602
F 1.994 0.031 -0.542
F 1.256 -0.106 -2.631
S -0.603 0.698 -0.990
H -0.618 0.393 0.224
*
```

Results of the Löwdin charge analysis, in e, for atoms 1 through 6:
1 C 0.00
2 C -0.82
3 N 0.04
4 F 0.04
5 F 0.06
6 S 0.87

# 9
Below is the molecule C2HF3O3S at a distorted geometry, with properties calculated with ωB97M-V/def2-TZVPD.

## Properties
- HOMO (alpha / beta): -10.30 / -10.26 eV
- ΔE to the lowest compared entry with this formula, charge and spin: 30.7 kcal/mol

```
! wB97M-V def2-TZVPD RIJCOSX def2/J DEFGRID3
* xyz 0 1
C -0.899 -0.433 0.143
C -0.603 1.057 -0.078
O 2.384 -0.536 -1.373
O 2.160 -0.686 1.083
O 0.047 -1.205 -0.401
F -0.986 -0.623 1.497
F -0.901 1.921 0.867
F -0.918 1.551 -1.266
S 1.604 -0.361 -0.192
H -1.888 -0.685 -0.279
*
```

Results of the Löwdin charge analysis, in e, for atoms 1 through 6:
1 C -0.45
2 C -0.22
3 O -0.30
4 O -0.30
5 O -0.16
6 F 0.06

# 10
Below is a structure of composition C2HF6LuNO4S2 at a distorted geometry, with properties calculated with ωB97M-V/def2-TZVPD.

## Properties
- HOMO: -12.55 eV
- ΔE to the lowest compared entry with this formula, charge and spin: 0.0 kcal/mol

```
! wB97M-V def2-TZVPD RIJCOSX def2/J DEFGRID3
* xyz 1 1
N -0.450 -0.216 -1.545
S 0.451 -1.497 -0.957
O 1.394 -1.952 -2.028
C -0.948 -2.738 -1.081
F -1.417 -2.827 -2.313
F -1.928 -2.404 -0.257
F -0.462 -3.921 -0.720
S -0.697 1.010 -0.601
O -0.812 0.646 0.851
O -1.761 1.867 -1.093
Lu -0.338 0.408 3.010
O 1.040 0.855 4.445
H 1.389 1.709 4.697
C 0.861 2.082 -0.594
F 1.689 1.694 0.362
F 1.462 1.938 -1.759
F 0.526 3.346 -0.418
*
```

Results of the Löwdin charge analysis, in e, for atoms 1 through 6:
1 N -0.37
2 S 0.90
3 O -0.43
4 C -0.79
5 F 0.16
6 F 0.11

# 11
Below is a structure of composition C2HF6MnNO4S2 at a distorted geometry, with properties calculated with ωB97M-V/def2-TZVPD.

## Properties
- HOMO (alpha / beta): -8.11 / -8.13 eV
- ΔE to the lowest compared entry with this formula, charge and spin: 56.9 kcal/mol

```
! wB97M-V def2-TZVPD RIJCOSX def2/J DEFGRID3
* xyz 0 6
N 1.100 -1.237 0.813
S 1.564 -0.144 -0.276
O 2.084 -0.739 -1.553
C 3.122 0.455 0.565
F 3.843 -0.563 1.008
F 2.808 1.248 1.579
F 3.850 1.146 -0.307
S -0.454 -1.108 1.414
O -0.714 0.439 1.487
O -0.425 -1.665 2.790
Mn -0.619 1.652 0.080
O -2.201 1.239 -0.985
H -2.976 1.813 -1.059
C -2.576 -0.344 -1.248
F -3.145 -0.163 -2.431
F -1.766 -1.355 -1.506
F -3.495 -0.676 -0.370
*
```

Results of the Löwdin charge analysis, in e, for atoms 1 through 6:
1 N -0.48
2 S 0.75
3 O -0.47
4 C -0.78
5 F 0.15
6 F 0.11

# 12
Below is the molecule C2HFN2O2 at a distorted geometry, with properties calculated with ωB97M-V/def2-TZVPD.

## Properties
- HOMO: -9.66 eV
- ΔE to the lowest compared entry with this formula, charge and spin: 121.4 kcal/mol

```
! wB97M-V def2-TZVPD RIJCOSX def2/J DEFGRID3
* xyz 0 1
C 1.535 -0.976 -0.816
C -0.373 0.580 -0.491
N -0.501 -0.899 1.390
N -0.868 0.023 0.725
O -0.774 1.542 -0.994
O 0.577 -0.093 -1.088
F 2.144 -0.670 0.341
H -1.739 0.494 0.932
*
```

Results of the Löwdin charge analysis, in e, for atoms 1 through 6:
1 C 0.01
2 C -0.54
3 N 0.16
4 N -0.08
5 O 0.23
6 O 0.07

# 13
Below is a structure of composition C2HFO2Tm at a distorted geometry, with properties calculated with ωB97M-V/def2-TZVPD.

## Properties
- HOMO (alpha / beta): -13.71 / -13.73 eV
- ΔE to the lowest compared entry with this formula, charge and spin: 26.5 kcal/mol

```
! wB97M-V def2-TZVPD RIJCOSX def2/J DEFGRID3
* xyz 1 3
C -0.452 -0.193 -0.603
C 0.796 0.138 -0.905
O 1.770 0.053 -1.621
O -0.942 0.104 0.736
H -0.068 0.541 1.336
Tm -2.283 -1.548 -0.067
F 1.178 0.905 1.125
*
```

Results of the Löwdin charge analysis, in e, for atoms 1 through 6:
1 C -0.22
2 C -0.13
3 O 0.23
4 O -0.28
5 H 0.10
6 Tm 1.62

# 14
Below is a structure of composition C2HFOYb at a distorted geometry, with properties calculated with ωB97M-V/def2-TZVPD.

## Properties
- HOMO: -18.26 eV

```
! wB97M-V def2-TZVPD RIJCOSX def2/J DEFGRID3
* xyz 2 1
H -0.600 -1.531 0.472
C 0.060 -0.152 0.125
C -1.117 -0.649 -0.324
O 1.128 0.292 -0.189
F -2.217 0.039 -0.173
Yb 2.746 2.002 0.088
*
```

Want to see where the charge sits? The Löwdin charges in e are:
1 H 0.24
2 C -0.16
3 C -0.02
4 O -0.09
5 F 0.14
6 Yb 1.88

# 15
Below is a structure of composition C2HGaO4 at a distorted geometry, with properties calculated with ωB97M-V/def2-TZVPD.

## Properties
- HOMO (alpha / beta): -16.25 / -16.19 eV

```
! wB97M-V def2-TZVPD RIJCOSX def2/J DEFGRID3
* xyz 1 2
O -1.871 0.898 -0.546
C -1.279 -0.143 -0.443
O 0.057 -0.182 -0.498
C 0.911 -0.211 0.792
O 0.408 -0.595 1.809
O 1.939 0.417 0.479
Ga 1.561 0.949 -1.344
H -1.727 -1.133 -0.249
*
```

Results of the Löwdin charge analysis, in e, for atoms 1 through 6:
1 O 0.18
2 C -0.28
3 O -0.10
4 C -0.56
5 O 0.25
6 O 0.03

# 16
Below is a structure of composition C2HGdO2 at a distorted geometry, with properties calculated with ωB97M-V/def2-TZVPD.

## Properties
- HOMO (alpha / beta): -23.44 / -26.16 eV
- ΔE to the lowest compared entry with this formula, charge and spin: 0.0 kcal/mol

```
! wB97M-V def2-TZVPD RIJCOSX def2/J DEFGRID3
* xyz 3 9
O -1.065 -0.553 -0.608
O 2.028 0.639 0.142
C -1.562 -0.362 0.457
C 2.298 1.055 1.165
H -2.646 -0.438 0.701
Gd 0.947 -0.341 -1.858
*
```

Want to see where the charge sits? The Löwdin charges in e are:
1 O -0.13
2 O -0.09
3 C 0.26
4 C 0.27
5 H 0.18
6 Gd 2.50

# 17
Below is a structure of composition C2HI5S at a distorted geometry, with properties calculated with ωB97M-V/def2-TZVPD.

## Properties
- HOMO: -8.62 eV
- ΔE to the lowest compared entry with this formula, charge and spin: 0.0 kcal/mol

```
! wB97M-V def2-TZVPD RIJCOSX def2/J DEFGRID3
* xyz 0 1
C 0.935 -0.218 1.591
C 1.508 0.224 2.722
S -0.466 0.428 0.913
I -2.598 -2.544 2.839
I 1.780 -1.856 0.566
I 3.067 -0.528 3.850
I -0.099 -2.654 3.805
I 0.471 1.891 3.691
H -0.223 -0.180 -0.380
*
```

Results of the Löwdin charge analysis, in e, for atoms 1 through 6:
1 C -1.49
2 C -1.45
3 S 0.58
4 I 0.06
5 I 0.79
6 I 0.77

# 18
Below is a cluster of 2 separate species, C2HIN2O2 in total at a distorted geometry, with properties calculated with ωB97M-V/def2-TZVPD.

## Properties
- HOMO: -8.69 eV
- ΔE to the lowest compared entry with this formula, charge and spin: 9.2 kcal/mol

```
! wB97M-V def2-TZVPD RIJCOSX def2/J DEFGRID3
* xyz 0 1
C -0.896 -1.366 -0.058
C -0.124 2.122 0.305
N 0.282 -1.246 -0.283
N 1.314 -1.061 -0.841
O 0.774 2.470 -0.326
O -1.088 1.906 0.933
I -1.934 -2.729 1.052
H 1.673 -0.097 -0.782
*
```

Results of the Löwdin charge analysis, in e, for atoms 1 through 6:
1 C -0.65
2 C -0.42
3 N -0.29
4 N 0.08
5 O 0.21
6 O 0.19

# 19
Below is the molecule C2HIN2O2 at a distorted geometry, with properties calculated with ωB97M-V/def2-TZVPD.

## Properties
- HOMO (alpha / beta): -8.61 / -10.67 eV
- ΔE to the lowest compared entry with this formula, charge and spin: 56.1 kcal/mol

```
! wB97M-V def2-TZVPD RIJCOSX def2/J DEFGRID3
* xyz 0 3
C -0.138 1.269 0.089
C -0.558 -0.068 -0.119
N 0.456 2.242 0.128
N 0.653 -0.789 0.261
O 1.079 -0.426 1.328
O 1.192 -1.445 -0.576
I -1.458 -0.336 -1.986
H -1.226 -0.446 0.875
*
```

Results of the Löwdin charge analysis, in e, for atoms 1 through 6:
1 C -0.35
2 C -0.77
3 N 0.20
4 N -0.52
5 O 0.17
6 O 0.12

# 20
Below is a cluster of 2 separate species, C2HIN2S in total at a distorted geometry, with properties calculated with ωB97M-V/def2-TZVPD.

## Properties
- HOMO: -8.67 eV
- ΔE to the lowest compared entry with this formula, charge and spin: 5.1 kcal/mol
- Structure (SMILES): [S-][N+]#CI.C#N

```
! wB97M-V def2-TZVPD RIJCOSX def2/J DEFGRID3
* xyz 0 1
S 2.506 0.714 -0.122
N 1.024 1.073 -0.319
C -0.152 1.107 -0.482
I -1.934 1.941 -0.015
C -0.475 -1.588 0.308
N 0.538 -2.160 0.534
H -1.506 -1.087 0.096
*
```

Results of the Löwdin charge analysis, in e, for atoms 1 through 6:
1 S 0.63
2 N -0.74
3 C -0.78
4 I 0.91
5 C -0.14
6 N 0.06

no.,E (eV)
1,-19635.473
2,-30472.300
3,-18700.109
4,-18704.481
5,-20752.281
6,-22792.021
7,-52860.266
8,-19844.085
9,-27217.023
10,-83356.300
11,-81061.302
12,-11877.374
13,-38420.551
14,-38361.904
15,-62646.422
16,-26975.397
17,-53427.615
18,-17263.129
19,-17257.363
20,-24002.741